A cluster of 2 separate species, C3H5IO in total at a distorted geometry. Source: the Open Molecules 2025 dataset; level of theory: ωB97M-V/def2-TZVPD.

Each atom is followed by the atoms it is bonded to, with distances in Å.
Element x y z (Å)
1 C -2.09 -1.10 -0.58  I5 2.068, H6 1.017, H7 1.081
2 C 0.98 -1.15 0.27  C3 1.378, O4 1.178
3 C 0.53 -0.40 1.33  C2 1.378, H8 1.205, H9 1.100, H10 1.024
4 O 1.78 -1.54 -0.49  C2 1.178
5 I -2.54 0.80 0.11  C1 2.068
6 H -2.40 -1.30 -1.52  C1 1.017
7 H -1.87 -1.79 0.23  C1 1.081
8 H -0.29 -1.02 1.96  C3 1.205
9 H 1.29 -0.04 2.04  C3 1.100
10 H -0.01 0.34 0.88  C3 1.024

Computed properties:
Orbital gap (alpha / beta): 0.320 / 0.230 hartree
Multiplicity: 1
Energy: -490.06802 a.u.
Charge: 0
E_LUMO (alpha / beta): 0.44 / -0.34 eV

An isolated molecule of C4H8N4 at a distorted geometry. Source: the Open Molecules 2025 dataset; level of theory: ωB97M-V/def2-TZVPD.

Each atom is followed by the atoms it is bonded to, with distances in Å.
Element x y z (Å)
1 C -0.19 -1.54 0.82  N2 1.299, N8 1.443, H9 1.115
2 N 1.03 -1.58 0.38  C1 1.299, C3 1.598
3 C 1.73 -0.47 -0.53  N2 1.598, N4 1.248, H10 1.153
4 N 1.58 0.68 -0.98  C3 1.248, C5 1.410
5 C 0.45 1.52 -0.94  N4 1.410, C6 1.349, H11 1.080, H12 1.216
6 C -0.22 0.75 -0.04  C5 1.349, N7 1.503, H13 0.999, H14 1.069
7 N -1.64 0.48 0.34  C6 1.503, N8 1.454, H15 1.058
8 N -1.49 -0.93 0.68  C1 1.443, N7 1.454, H16 0.960
9 H -0.54 -2.48 1.29  C1 1.115
10 H 2.54 -1.15 -0.99  C3 1.153
11 H 0.61 2.42 -0.36  C5 1.080
12 H 0.29 1.98 -2.05  C5 1.216
13 H -0.18 -0.03 -0.66  C6 0.999
14 H 0.24 0.72 0.92  C6 1.069
15 H -1.89 0.98 1.24  N7 1.058
16 H -2.33 -1.36 0.88  N8 0.960

Computed properties:
Orbital gap: 0.341 hartree
Multiplicity: 1
Energy: -375.95461 a.u.
Charge: 0
E_LUMO: 0.73 eV
Structure (SMILES): C1=N\C=N/CCNN/1

A cluster of 2 separate species, C3H6IN3 in total at a distorted geometry. Source: the Open Molecules 2025 dataset; level of theory: ωB97M-V/def2-TZVPD.

Each atom is followed by the atoms it is bonded to, with distances in Å.
Element x y z (Å)
1 C -0.30 0.54 -1.59  N6 1.219, I7 2.135, H8 1.137
2 C 2.40 0.21 0.87  N5 1.173, H9 1.037
3 C -1.81 -0.73 -0.57  N6 1.426, H10 1.148, H11 1.166, H12 1.098
4 N 0.62 0.32 2.48  N5 1.237, H13 1.040
5 N 1.55 0.21 1.68  C2 1.173, N4 1.237
6 N -1.36 -0.04 -1.73  C1 1.219, C3 1.426
7 I 0.56 1.40 -3.35  C1 2.135
8 H 0.30 0.44 -0.63  C1 1.137
9 H 3.09 -0.20 0.21  C2 1.037
10 H -1.30 -0.40 0.41  C3 1.148
11 H -2.92 -0.37 -0.54  C3 1.166
12 H -1.74 -1.81 -0.71  C3 1.098
13 H 0.92 0.43 3.47  N4 1.040

Computed properties:
Orbital gap: 0.353 hartree
Multiplicity: 1
Energy: -579.71059 a.u.
Charge: 0
E_LUMO: 0.54 eV

multiplicity of number 2 (C4H8N4)?
1